Record 1
ORCA calculation (ωB97M-V with the def2-TZVPD basis set) on a cluster of 2 separate species, C5H14 in total.

Last column: natural (NBO) charge in e.
Geometry (Å):
C  -0.77344  2.18908  0.89759  -0.624
C  0.50281  1.30870  0.67266  -0.404
C  1.16535  1.00784  2.03513  -0.611
H  -0.83620  2.85532  1.79520  0.208
H  -1.70405  1.60104  0.88288  0.206
H  -0.98819  2.82876  0.01186  0.208
H  0.12083  0.37668  0.19240  0.200
H  1.18634  1.74566  0.00322  0.200
H  1.40219  1.97797  2.49429  0.202
H  0.56124  0.37817  2.67991  0.207
H  2.19081  0.51819  2.02043  0.205
C  -0.17048  -2.21546  -2.37289  -0.635
C  -0.56588  -2.05988  -0.93304  -0.621
H  -0.53393  -3.06161  -3.00293  0.217
H  -0.36351  -1.22500  -2.93021  0.201
H  0.89427  -2.32819  -2.70079  0.209
H  -0.91399  -2.96563  -0.47913  0.211
H  0.21775  -1.63074  -0.28098  0.211
H  -1.39191  -1.30091  -0.98560  0.208

* Kohn-Sham gap: 12.238 eV
* structure (SMILES): CCC.CC
* E_tot: -198.8551 Eh
* ΔE to the lowest compared entry with this formula, charge and spin: 21.4 kcal/mol
* F_max: 3.9 eV/Å
* HOMO: -11.2 eV
* total charge: 0

Record 2
ORCA calculation (ωB97M-V with the def2-TZVPD basis set) on the molecule C2H2Cl6.

Last column: natural (NBO) charge in e.
Geometry (Å):
C  -14.35158  21.31997  -6.60711  -0.314
Cl  -14.68087  19.74597  -7.22055  0.053
Cl  -15.48954  22.51734  -7.23759  0.034
Cl  -12.69262  21.87492  -6.99082  0.015
H  -14.55013  21.24180  -5.53821  0.244
C  -14.63517  21.92575  -9.82794  -0.271
Cl  -16.31935  22.43009  -9.63429  0.024
Cl  -13.64394  23.02583  -10.85022  0.008
Cl  -14.57613  20.27272  -10.57761  -0.008
H  -14.24704  21.92356  -8.80939  0.214

* Kohn-Sham gap: 10.731 eV
* E_tot: -2838.4964 Eh
* ΔE to the lowest compared entry with this formula, charge and spin: 32.6 kcal/mol
* F_max: 3.3 eV/Å
* HOMO: -10.4 eV
* total charge: 0

Record 3
ORCA calculation (ωB97M-V with the def2-TZVPD basis set) on a cluster of 2 separate species, C4H8NO3 in total.

Last column: natural (NBO) charge in e.
Geometry (Å):
C  -0.04935  -0.24619  2.23369  -0.766
C  -0.90875  0.91929  1.54333  0.783
O  -1.44893  0.56581  0.46871  -0.787
O  -1.17506  1.83747  2.34195  -0.750
H  -0.71821  -1.13194  2.15333  0.203
H  0.32312  -0.05514  3.24968  0.203
H  0.75872  -0.29816  1.46901  0.192
C  1.14854  0.66523  -1.71678  -0.708
C  0.85652  -0.81137  -1.70658  0.667
O  1.70204  -1.55945  -2.20179  -0.676
N  -0.29524  -1.22718  -1.11631  -0.860
H  -0.57462  -2.17102  -0.94884  0.380
H  -0.56293  -0.58687  -0.31760  0.440
H  0.50777  1.21221  -2.43359  0.226
H  2.22717  0.84433  -2.05685  0.217
H  0.95307  1.07086  -0.73419  0.237

* Kohn-Sham gap: 8.359 eV
* E_tot: -437.7723 Eh
* ΔE to the lowest compared entry with this formula, charge and spin: 20.8 kcal/mol
* F_max: 4.1 eV/Å
* HOMO: -4.4 eV
* total charge: -1

Record 4
ORCA calculation (ωB97M-V with the def2-TZVPD basis set) on a cluster of 9 separate species, FH16O8 in total.

Last column: natural (NBO) charge in e.
Geometry (Å):
F  21.42444  -17.87593  -5.17574  -0.778
O  21.21728  -14.24938  -4.77934  -0.968
H  20.78915  -15.05433  -4.46618  0.481
H  22.11503  -14.33412  -4.45576  0.458
O  19.21265  -19.17465  -5.33267  -0.952
H  20.07418  -18.80348  -5.32615  0.473
H  19.42381  -19.70036  -4.61843  0.450
O  23.32423  -17.78841  -3.47739  -0.955
H  22.74021  -18.18128  -2.79953  0.455
H  22.66317  -17.49950  -4.09001  0.481
O  21.16677  -16.29456  -7.07814  -0.999
H  21.30452  -16.73934  -6.20018  0.481
H  20.27753  -15.97000  -6.99224  0.473
O  20.12398  -16.49847  -3.60414  -1.012
H  20.59567  -17.16728  -4.20159  0.509
H  20.71471  -16.31621  -2.91361  0.473
O  22.21423  -19.14886  -7.42744  -0.962
H  21.32958  -19.03097  -7.72470  0.463
H  22.18131  -18.49576  -6.70479  0.487
O  21.91596  -20.23185  -4.40928  -1.001
H  21.49295  -20.83046  -5.01876  0.460
H  21.78409  -19.31415  -4.80397  0.494
O  18.50993  -15.94343  -5.66821  -0.959
H  18.92401  -16.26508  -4.89229  0.491
H  18.44366  -15.01188  -5.56569  0.459

* Kohn-Sham gap: 9.963 eV
* E_tot: -711.4737 Eh
* ΔE to the lowest compared entry with this formula, charge and spin: 35.2 kcal/mol
* F_max: 3.8 eV/Å
* HOMO: -6.7 eV
* total charge: -1

Record 5
ORCA calculation (ωB97M-V with the def2-TZVPD basis set) on a cluster of 2 separate species, C3H7N2OS in total.

Last column: natural (NBO) charge in e.
Geometry (Å):
C  0.22183  1.21332  0.62160  -0.210
C  1.32112  0.29532  -0.04043  -0.601
C  -0.80184  -0.93516  0.37969  -0.400
N  -0.81409  -1.84649  -1.77297  0.285
N  -1.07214  0.49175  0.23418  -0.534
O  0.30869  -2.02968  -1.74791  -0.139
S  0.88117  -1.32945  0.49251  0.461
H  0.41938  1.24893  1.65735  0.251
H  0.16871  2.13965  0.06886  0.234
H  1.35825  0.22441  -1.11765  0.235
H  2.42092  0.56553  0.37000  0.299
H  -1.40585  -1.37400  1.07607  0.222
H  -2.00695  0.72353  0.57161  0.466
H  -0.99921  0.61232  -0.79292  0.432

* Kohn-Sham gap (spin up / spin down): 7.806 / 7.835 eV
* E_tot: -701.0195 Eh
* ΔE to the lowest compared entry with this formula, charge and spin: 128.8 kcal/mol
* F_max: 3.0 eV/Å
* HOMO (spin up / spin down): -12.4 / -12.5 eV
* total charge: +1

Record 6
ORCA calculation (ωB97M-V with the def2-TZVPD basis set) on the molecule C5H5FO.

Last column: natural (NBO) charge in e.
Geometry (Å):
C  -2.37819  1.36851  -0.20773  -0.190
C  -1.72559  0.39157  -0.03684  -0.047
C  -1.03288  -0.87550  0.34622  -0.157
O  0.14471  -0.96049  -0.57261  -0.489
C  1.05027  -0.03106  -0.20709  0.048
C  2.35655  -0.16851  -0.26903  0.120
F  2.94288  1.05869  0.11247  -0.370
H  -2.85481  2.14823  -0.66441  0.228
H  -0.80302  -1.09917  1.44856  0.226
H  -1.53850  -1.84925  0.07343  0.233
H  0.84159  1.04762  0.22382  0.207
H  2.99698  -1.03065  -0.24680  0.193

* Kohn-Sham gap: 9.966 eV
* structure (SMILES): C#CCO/C=C/F
* E_tot: -368.4630 Eh
* ΔE to the lowest compared entry with this formula, charge and spin: 85.0 kcal/mol
* F_max: 3.2 eV/Å
* HOMO: -9.1 eV
* total charge: 0

Record 7
ORCA calculation (ωB97M-V with the def2-TZVPD basis set) on a cluster of 2 separate species, C5H11NO in total.

Last column: natural (NBO) charge in e.
Geometry (Å):
C  1.41244  -1.29676  1.02119  -0.631
C  0.12659  -0.93372  0.31462  -0.073
C  0.11161  -0.66827  -1.14731  -0.256
N  -0.11942  0.40330  -0.19903  -0.412
C  0.87042  1.44849  -0.03367  -0.414
H  1.43856  -0.87824  2.03362  0.214
H  1.49087  -2.38540  1.10890  0.225
H  2.29673  -0.94457  0.48053  0.207
H  -0.77458  -1.37099  0.74890  0.218
H  1.07198  -0.68635  -1.66581  0.187
H  -0.74637  -0.95822  -1.75184  0.204
H  0.86382  1.77744  1.01077  0.203
H  1.89459  1.15079  -0.30293  0.175
H  0.58985  2.30119  -0.66076  0.204
C  -2.60194  0.78214  -0.14225  0.300
O  -3.06349  -0.21108  0.36988  -0.563
H  -2.45668  0.87227  -1.23641  0.104
H  -2.36141  1.69618  0.43276  0.107

* Kohn-Sham gap: 10.130 eV
* structure (SMILES): C[C@@H]1CN1C.C=O
* E_tot: -327.0280 Eh
* ΔE to the lowest compared entry with this formula, charge and spin: 64.8 kcal/mol
* F_max: 0.4 eV/Å
* HOMO: -9.2 eV
* total charge: 0

Record 8
ORCA calculation (ωB97M-V with the def2-TZVPD basis set) on a structure of composition C46H49LaN7O8P2S5.

Last column: Mulliken charge in e.
Geometry (Å):
La  0.91006  -2.10291  -2.96263  1.771
C  5.62494  2.18301  -2.58069  -1.641
C  4.51844  1.19614  -2.32477  0.874
N  3.65162  0.94823  -3.30774  0.657
N  4.05573  1.35164  -4.49379  -1.135
C  3.26052  0.97201  -5.47198  0.451
N  3.76436  0.99294  -6.71412  -0.420
S  1.62972  0.29066  -5.36598  -0.151
C  4.37121  0.71178  -0.95059  0.468
C  5.03671  1.41447  0.05902  -0.789
C  4.85731  1.12058  1.37337  -0.461
C  3.93779  0.10647  1.73010  -0.624
C  3.29109  -0.58885  0.78302  -0.820
N  3.36655  -0.18675  -0.54589  0.207
H  6.57191  1.97322  -2.00183  0.396
H  5.26679  3.22630  -2.41163  0.244
H  5.83185  2.14124  -3.62964  0.504
H  4.71404  1.16796  -6.92557  0.211
H  3.22816  0.58945  -7.42704  0.194
H  5.57735  2.34030  -0.27228  0.142
H  5.33687  1.68940  2.12004  0.453
H  3.68261  -0.00269  2.75223  0.445
H  2.51147  -1.30355  0.96882  0.642
O  1.49485  -4.55438  -3.76119  -0.390
S  1.30475  -6.00594  -3.63760  1.012
O  1.38578  -6.81943  -4.83261  -0.627
O  1.75256  -1.26274  -4.95747  -0.410
C  -0.24102  -6.52770  -2.77253  0.180
C  -0.49005  -7.83343  -3.07338  -0.766
C  -1.43430  -8.49327  -2.29498  -0.545
C  -2.05861  -7.90822  -1.19464  -0.685
C  -1.59050  -6.62764  -0.73769  -0.373
C  -0.83941  -5.85442  -1.64173  -0.330
S  -0.40663  -4.19712  -1.02160  1.792
O  -1.01192  -4.11574  0.28665  -0.640
O  1.05262  -3.99919  -1.05902  -0.757
O  -0.98375  -3.18667  -2.04412  -0.814
H  0.13781  -8.31688  -3.82702  0.435
H  -1.75878  -9.43902  -2.63912  0.417
H  -2.78927  -8.40480  -0.59462  0.428
H  -1.77831  -6.22081  0.24617  0.469
C  -2.81969  2.07140  6.85047  -0.363
S  -1.11905  2.58588  6.86472  -0.158
C  -0.49166  2.66244  5.17404  -0.651
C  -1.49152  2.96268  4.03599  0.023
C  -0.87943  2.49710  2.72630  -0.759
N  -1.78838  2.50939  1.55496  0.483
P  -1.93238  1.07423  0.53119  1.190
C  -2.18060  -0.17777  1.87852  -0.270
C  -3.28726  -0.08772  2.68157  -0.336
C  -3.45456  -1.03038  3.75291  -0.844
C  -2.43241  -1.89516  4.11607  -0.605
C  -1.33091  -1.96506  3.30259  -0.820
C  -1.27483  -1.24421  2.12172  -0.321
C  -3.56244  1.18859  -0.23783  0.624
C  -4.40302  0.07297  -0.13946  -0.815
C  -5.74509  0.12380  -0.56085  -0.599
C  -6.25477  1.29127  -1.07594  -0.620
C  -5.36423  2.35405  -1.35968  -0.621
C  -4.06311  2.29616  -0.92877  -0.246
P  -1.85510  4.01509  0.57835  0.295
C  -2.95715  5.13814  1.48006  0.845
C  -2.98253  6.45182  0.93888  -0.722
C  -3.75418  7.42293  1.59842  -0.622
C  -4.58758  7.02055  2.65432  -0.511
C  -4.58068  5.69267  3.09141  -0.429
C  -3.74943  4.73578  2.55176  -0.525
C  -0.15720  4.65202  0.50397  0.726
C  0.81884  3.78896  -0.01491  -0.412
C  2.13654  3.97794  0.28376  -0.343
C  2.55357  5.03511  1.02911  -0.662
C  1.59758  5.99561  1.40250  -0.736
C  0.26661  5.78910  1.20882  -0.358
H  -3.43818  2.96188  6.86398  0.254
H  -3.07865  1.35099  7.62321  0.348
H  -2.96744  1.51189  5.97079  -0.170
H  0.08485  1.72569  4.97450  0.353
H  0.28944  3.49718  5.26165  0.310
H  -1.64114  4.04826  4.03405  0.173
H  -2.46943  2.51170  4.19366  0.012
H  -0.55249  1.46411  2.80432  0.190
H  0.02034  3.07658  2.54702  0.151
H  -4.12985  0.58110  2.53175  0.549
H  -4.37463  -0.94709  4.29019  0.442
H  -2.48793  -2.47961  5.02618  0.426
H  -0.54484  -2.72462  3.43694  0.401
H  -0.56483  -1.55504  1.34763  0.620
H  -3.98241  -0.87010  0.16868  0.555
H  -6.39650  -0.73983  -0.37569  0.373
H  -7.30324  1.40470  -1.20429  0.405
H  -5.58845  3.22179  -2.04339  0.326
H  -3.39703  3.04962  -1.29927  0.215
H  -2.30472  6.64063  0.06518  0.460
H  -3.83084  8.40010  1.13439  0.382
H  -5.34182  7.79399  3.07239  0.242
H  -5.34824  5.28741  3.80403  0.301
H  -3.79962  3.64943  2.79771  0.162
H  0.50984  2.91799  -0.62745  -0.282
H  2.85272  3.31977  -0.16929  0.536
H  3.61717  5.10747  1.16923  0.455
H  1.90206  6.92320  1.91045  0.320
H  -0.37537  6.56095  1.69457  0.244
O  1.47099  -1.21812  -0.88956  -0.362
N  2.46708  -0.62162  -1.49788  0.107
S  -0.84708  2.62543  -2.72402  -0.462
C  -0.59773  1.02212  -2.82823  0.692
N  -0.47821  -0.14639  -2.93393  -0.692
C  4.01029  -8.13492  -3.31396  -1.374
C  3.85593  -6.63278  -3.16838  0.567
C  4.94621  -6.10206  -2.25351  -1.350
O  2.46949  -6.36228  -2.56049  -0.160
H  5.01250  -8.45828  -3.63245  0.425
H  3.36943  -8.45947  -4.12080  0.315
H  3.69850  -8.61527  -2.38223  0.320
H  3.89870  -6.06121  -4.10776  0.375
H  4.89516  -4.99526  -2.02132  0.263
H  5.92374  -6.35357  -2.71450  0.407
H  4.92937  -6.64544  -1.29300  0.326

* Kohn-Sham gap (spin up / spin down): 4.458 / 4.458 eV
* E_tot: -5472.6796 Eh
* ΔE to the lowest compared entry with this formula, charge and spin: 4.4 kcal/mol
* F_max: 4.0 eV/Å
* HOMO (spin up / spin down): -3.3 / -3.3 eV
* total charge: -1

> Which value of E_tot does entry 7 give?

-327.0280 Eh